# 1
C14H30Br12N2O4 | ωB97M-V/def2-TZVPD

Values from the calculation:
- Highest occupied orbital energy: -9.9792 eV
- Gap between HOMO and LUMO: 9.747 eV
- Spin multiplicity: 1
- Lowest unoccupied orbital energy: -0.23 eV
- Relative energy (zero: lowest compared OMol25 entry of this formula, charge and spin): 24.4 kJ/mol
- Charge: 0

Each line ends with the natural charge from an NBO analysis.
Geometry (Å):
Br 10.70 9.90 7.03  -0.05
C 10.55 10.50 8.96  -0.39
C 11.59 11.53 9.19  -0.48
Br 11.45 12.20 10.98  0.01
H 10.60 9.65 9.63  0.23
H 9.57 10.92 8.99  0.22
H 11.53 12.35 8.47  0.23
H 12.59 11.10 9.04  0.24
Br 13.79 5.47 14.81  -0.05
C 13.57 5.82 16.77  -0.41
C 14.88 6.29 17.33  -0.42
Br 14.78 6.28 19.31  -0.05
H 13.27 4.86 17.21  0.23
H 12.82 6.56 16.90  0.24
H 15.09 7.35 17.08  0.24
H 15.75 5.71 17.00  0.24
Br 15.46 13.36 12.72  -0.07
C 16.20 13.51 10.85  -0.40
C 15.04 13.37 9.88  -0.43
Br 15.75 13.34 8.01  -0.04
H 16.91 12.70 10.85  0.23
H 16.71 14.47 10.84  0.23
H 14.40 14.27 9.89  0.23
H 14.40 12.51 10.00  0.24
Br 15.04 12.01 17.73  -0.02
C 15.99 10.35 18.13  -0.46
C 17.35 10.38 17.40  -0.42
Br 18.20 8.56 17.48  -0.05
H 15.35 9.58 17.70  0.25
H 16.13 10.25 19.21  0.22
H 18.12 11.01 17.84  0.23
H 17.19 10.58 16.33  0.24
Br 6.15 14.99 16.67  -0.03
C 6.82 13.63 15.37  -0.42
C 8.33 13.51 15.51  -0.43
Br 9.12 11.78 14.91  -0.02
H 6.46 13.88 14.39  0.23
H 6.34 12.73 15.73  0.23
H 8.63 13.64 16.55  0.23
H 8.90 14.28 15.02  0.22
Br 15.23 9.33 14.44  0.02
C 13.85 10.56 14.11  -0.50
C 12.57 10.45 14.92  -0.44
Br 11.60 8.87 14.34  -0.04
H 13.71 10.54 13.02  0.24
H 14.13 11.58 14.35  0.23
H 11.91 11.31 14.78  0.24
H 12.76 10.41 15.95  0.24
C 12.92 7.36 11.33  -0.48
N 13.88 8.40 10.81  0.55
O 13.39 9.48 10.53  -0.43
O 15.02 8.10 10.67  -0.35
H 12.96 6.50 10.66  0.23
H 11.98 7.86 11.22  0.23
H 13.17 7.10 12.33  0.25
C 12.83 9.07 20.02  -0.47
N 12.21 8.96 18.66  0.53
O 11.01 8.86 18.52  -0.34
O 13.00 8.90 17.70  -0.44
H 13.84 9.46 19.82  0.24
H 12.74 8.09 20.43  0.25
H 12.21 9.87 20.42  0.23


# 2
C4H8OSi | ωB97M-V/def2-TZVPD

Values from the calculation:
- Highest occupied orbital energy: -9.9421 eV
- Gap between HOMO and LUMO: 10.640 eV
- Spin multiplicity: 1
- Lowest unoccupied orbital energy: 0.70 eV
- Relative energy (zero: lowest compared OMol25 entry of this formula, charge and spin): 84.1 kJ/mol
- Charge: 0

Each line ends with the natural charge from an NBO analysis.
Geometry (Å):
C -0.45 2.27 -1.94  -0.28
C -0.29 1.50 -1.04  -0.44
C 1.67 -1.14 -0.14  -1.02
C -1.42 -0.98 0.50  -1.10
O 0.47 0.89 1.82  -1.11
Si 0.19 0.07 0.41  1.80
H -0.39 2.95 -2.73  0.22
H 1.39 -2.02 0.29  0.22
H 1.58 -1.08 -1.22  0.24
H 2.53 -0.75 0.24  0.23
H -1.17 -1.89 0.20  0.22
H -1.85 -0.90 1.57  0.24
H -2.17 -0.57 -0.11  0.25
H -0.10 1.65 2.13  0.52


# 3
C4H13N2O3 | ωB97M-V/def2-TZVPD

Values from the calculation:
- Highest occupied orbital energy: -3.5199 eV
- Gap between HOMO and LUMO: 6.970 eV
- Spin multiplicity: 1
- Lowest unoccupied orbital energy: 3.45 eV
- Relative energy (zero: lowest compared OMol25 entry of this formula, charge and spin): 154.2 kJ/mol
- Charge: -1

Each line ends with the natural charge from an NBO analysis.
Geometry (Å):
C -0.40 1.19 0.84  -0.21
N -0.61 -0.11 0.41  -0.76
C -1.84 -0.42 -0.37  0.16
O -2.72 -1.13 0.32  -0.91
C 1.27 1.36 0.88  -0.24
N 1.94 0.70 -0.19  -0.65
C 1.39 0.90 -1.52  0.08
O 2.45 0.58 -2.40  -0.75
H -0.74 1.23 2.08  0.13
H -0.97 1.89 0.22  0.19
H -0.59 -0.83 1.18  0.41
H -1.46 -1.00 -1.31  0.06
H -2.31 0.58 -0.61  0.09
H 1.73 1.04 1.84  0.19
H 1.60 2.38 1.04  0.16
H 2.00 -0.24 0.04  0.37
H 0.93 1.78 -1.76  0.15
H 0.53 0.20 -1.74  0.18
H 3.36 0.87 -1.94  0.47
H -0.84 -3.02 1.24  0.43
H -2.07 -2.16 1.12  0.50
O -1.36 -2.57 1.83  -1.04


# 4
C25H14Br3Cl2INO4PtS | ωB97M-V/def2-TZVPD

Values from the calculation:
- Highest occupied orbital energy (alpha / beta): -11.0353 / -11.5900 eV
- Gap between HOMO and LUMO (alpha / beta): 8.437 / 5.784 eV
- Spin multiplicity: 5
- Lowest unoccupied orbital energy (alpha / beta): -2.60 / -5.81 eV
- Relative energy (zero: lowest compared OMol25 entry of this formula, charge and spin): 0.0 kJ/mol
- Charge: +1

Each line ends with the Mulliken spin population.
Geometry (Å):
Pt 0.02 -0.31 0.34  1.27
Br 1.80 -1.05 3.46  0.01
C 0.96 0.62 3.28  0.00
C 1.11 1.57 4.29  0.00
C 0.42 2.77 4.16  0.00
C -0.41 2.96 3.07  0.00
C -0.50 1.96 2.12  0.00
N 0.21 0.83 2.22  0.12
C -1.48 2.10 0.95  -0.01
O -2.05 3.16 0.78  0.02
O -1.66 1.04 0.24  0.18
H 1.74 1.36 5.14  0.00
H 0.52 3.52 4.93  0.00
H -0.99 3.86 2.93  0.00
Cl -0.71 -1.23 -2.05  0.11
C -2.15 -2.09 -1.59  0.07
C -2.99 -2.46 -2.62  -0.04
C -4.14 -3.19 -2.32  0.12
C -4.44 -3.54 -1.01  -0.05
C -3.59 -3.16 0.01  0.09
Cl -3.99 -3.61 1.62  0.02
C -2.41 -2.41 -0.24  0.04
S -1.45 -1.95 1.09  0.87
H -2.76 -2.20 -3.64  0.00
H -4.81 -3.48 -3.11  0.01
H -5.33 -4.10 -0.77  0.00
Br 5.83 -2.09 0.41  0.00
C 4.37 -3.24 0.77  0.00
C 4.64 -4.50 1.28  0.00
C 3.60 -5.37 1.56  0.00
C 2.29 -4.99 1.33  0.00
C 2.02 -3.73 0.81  0.01
C 3.06 -2.86 0.53  0.00
I 2.64 -0.97 -0.26  0.09
H 5.66 -4.80 1.46  0.00
H 3.82 -6.36 1.95  0.00
H 1.47 -5.66 1.55  0.00
H 0.99 -3.42 0.63  0.01
Br 2.70 5.03 -2.78  0.32
C 0.83 4.69 -2.76  0.03
C -0.06 5.59 -3.31  -0.01
C -1.41 5.28 -3.27  -0.01
C -1.86 4.10 -2.70  0.00
C -0.96 3.21 -2.16  0.00
C 0.40 3.50 -2.18  -0.09
C 1.38 2.56 -1.61  0.04
O 2.63 2.89 -1.64  0.63
O 1.08 1.49 -1.08  0.14
H 0.29 6.51 -3.76  -0.01
H -2.12 5.97 -3.70  0.00
H -2.92 3.89 -2.66  0.00
H -1.29 2.28 -1.70  0.01


# 5
C5H8IN | ωB97M-V/def2-TZVPD

Values from the calculation:
- Highest occupied orbital energy (alpha / beta): -5.4326 / -8.8772 eV
- Gap between HOMO and LUMO (alpha / beta): 5.410 / 6.482 eV
- Spin multiplicity: 3
- Lowest unoccupied orbital energy (alpha / beta): -0.02 / -2.40 eV
- Relative energy (zero: lowest compared OMol25 entry of this formula, charge and spin): 302.5 kJ/mol
- Charge: 0

Each line ends with the Mulliken spin population.
Geometry (Å):
C 1.83 -0.09 -1.59  0.05
C 0.63 -0.72 1.64  -0.02
C 0.67 -0.61 -0.98  -0.02
C 0.20 -0.66 0.39  0.16
C -2.39 0.06 0.81  0.01
N -1.69 -0.91 0.10  0.66
I -1.88 -2.79 0.73  1.17
H 2.09 -0.13 -2.60  0.00
H 2.41 0.57 -0.92  0.00
H -0.06 -0.74 2.41  -0.02
H 1.66 -0.71 1.92  -0.01
H -0.23 -0.91 -1.59  -0.01
H -3.48 -0.14 0.82  -0.01
H -2.17 0.06 1.90  0.00
H -2.43 1.06 0.26  0.03


# 6
C31H55NO2PSn | ωB97M-V/def2-TZVPD

Values from the calculation:
- Highest occupied orbital energy: -3.2879 eV
- Gap between HOMO and LUMO: 5.714 eV
- Spin multiplicity: 1
- Lowest unoccupied orbital energy: 2.43 eV
- Charge: -1

Each line ends with the Löwdin charge.
Geometry (Å):
O 0.65 0.56 -6.82  -0.11
C 0.60 1.74 -7.66  -0.16
C 0.42 0.97 -8.95  -0.09
H 1.54 2.32 -7.62  0.12
H -0.27 2.36 -7.41  0.11
C 0.50 -0.25 -8.03  -0.57
H 1.26 1.04 -9.64  0.11
H -0.54 1.16 -9.43  0.11
C 1.75 -1.04 -8.37  -0.02
H 2.64 -0.41 -8.30  0.09
H 1.67 -1.37 -9.42  0.09
H 1.85 -1.93 -7.74  0.09
C -0.71 -1.13 -8.01  -0.03
H -1.60 -0.58 -7.69  0.09
H -0.54 -2.00 -7.36  0.08
H -0.88 -1.51 -9.03  0.09
Sn 0.37 0.82 0.46  1.19
C -2.28 -0.80 0.66  -0.20
C -2.19 0.60 0.93  -0.34
C -2.28 1.29 -0.34  -0.29
H -2.22 1.06 1.91  0.04
C -2.43 0.31 -1.35  -0.20
C -2.38 -0.98 -0.74  -0.18
H -2.45 -1.93 -1.26  0.08
H -2.36 -1.58 1.42  0.08
H -2.32 2.38 -0.47  0.07
H -2.66 0.49 -2.40  0.05
C 1.20 -1.76 0.98  -0.26
C 0.37 -2.42 0.03  -0.19
C 0.83 -2.10 -1.27  -0.18
H -0.44 -3.11 0.27  0.08
C 1.96 -1.25 -1.16  -0.24
C 2.21 -1.03 0.24  -0.34
H 3.09 -0.57 0.69  0.06
H 1.16 -1.87 2.06  0.05
H 0.43 -2.50 -2.20  0.08
H 2.56 -0.89 -1.98  0.07
O 1.18 -0.06 -4.43  -0.17
C -0.22 -0.36 -4.56  -0.18
C -1.06 0.94 -4.60  -0.15
H -0.52 -0.99 -3.70  0.11
H -0.30 -0.91 -5.51  0.08
C -0.05 2.08 -4.34  -0.14
H -1.84 0.89 -3.85  0.06
H -1.54 1.01 -5.59  0.09
C 1.27 1.32 -4.05  -0.20
H -0.28 2.71 -3.46  0.11
H 0.00 2.73 -5.22  0.08
H 1.46 1.31 -2.95  0.10
H 2.13 1.81 -4.55  0.11
C -0.39 3.01 6.01  -0.09
C -0.75 2.28 4.71  -0.60
C -1.95 1.36 4.98  -0.09
C -1.16 3.31 3.64  -0.09
P 0.68 1.26 4.03  0.87
N 0.35 0.80 2.52  -0.42
C 2.26 2.28 4.07  -0.61
C 2.84 2.37 5.49  -0.09
C 3.28 1.63 3.12  -0.09
C 1.98 3.70 3.56  -0.10
C 0.88 -0.30 5.05  -0.60
C 0.82 -0.04 6.57  -0.10
C -0.23 -1.29 4.66  -0.09
C 2.23 -0.96 4.74  -0.09
H -1.31 3.50 6.36  0.09
H 0.36 3.80 5.86  0.06
H -0.06 2.33 6.80  0.06
H -2.82 2.02 5.16  0.08
H -2.19 0.72 4.12  0.08
H -1.82 0.75 5.88  0.06
H -0.49 4.17 3.61  0.06
H -1.21 2.85 2.65  0.06
H -2.16 3.67 3.91  0.08
H 3.20 1.41 5.88  0.06
H 3.70 3.05 5.45  0.09
H 2.13 2.79 6.21  0.06
H 2.84 1.45 2.13  0.04
H 4.12 2.34 3.00  0.08
H 3.69 0.69 3.50  0.06
H 1.48 3.70 2.59  0.08
H 1.42 4.31 4.27  0.06
H 2.96 4.19 3.43  0.08
H -0.17 0.28 6.91  0.06
H 1.05 -0.99 7.06  0.09
H 1.57 0.69 6.90  0.06
H -0.40 -1.29 3.58  0.06
H 0.11 -2.30 4.97  0.08
H -1.17 -1.09 5.18  0.06
H 2.39 -1.09 3.66  0.07
H 3.08 -0.42 5.18  0.06
H 2.22 -1.96 5.19  0.08


# 7
CCl2FNO2 | ωB97M-V/def2-TZVPD

Values from the calculation:
- Highest occupied orbital energy: -11.5823 eV
- Gap between HOMO and LUMO: 10.903 eV
- Spin multiplicity: 1
- Lowest unoccupied orbital energy: -0.68 eV
- Relative energy (zero: lowest compared OMol25 entry of this formula, charge and spin): 13.8 kJ/mol
- Charge: 0

Each line ends with the natural charge from an NBO analysis.
Geometry (Å):
C 0.59 0.02 0.23  0.35
N -0.98 -0.07 -0.25  0.50
O -1.82 -0.52 0.47  -0.32
O -1.17 0.32 -1.37  -0.33
F 0.61 0.37 1.52  -0.30
Cl 1.21 1.38 -0.77  0.05
Cl 1.57 -1.49 0.19  0.05


# 8
C20H55IN5O5 | ωB97M-V/def2-TZVPD

Values from the calculation:
- Highest occupied orbital energy: -4.8221 eV
- Gap between HOMO and LUMO: 7.464 eV
- Spin multiplicity: 1
- Lowest unoccupied orbital energy: 2.64 eV
- Relative energy (zero: lowest compared OMol25 entry of this formula, charge and spin): 175.4 kJ/mol
- Charge: -1

Each line ends with the Löwdin charge.
Geometry (Å):
I 0.16 0.43 -0.92  0.00
C -0.51 6.00 -0.16  -0.08
C -0.62 4.51 0.00  -0.50
C -1.50 4.10 1.15  -0.21
O -1.13 4.81 2.32  -0.17
C -1.99 4.62 3.41  -0.13
N -1.05 3.97 -1.24  0.04
H -1.46 6.53 -0.24  0.07
H 0.02 6.21 -1.08  0.07
H 0.02 6.42 0.70  0.07
H 0.40 4.21 0.24  0.14
H -1.38 3.02 1.20  0.11
H -2.53 4.33 0.89  0.12
H -3.04 4.81 3.16  0.08
H -1.76 5.28 4.24  0.08
H -2.01 3.58 3.74  0.08
H -2.06 3.99 -1.27  0.07
H -0.89 2.99 -1.07  -0.08
C -3.99 1.33 1.78  -0.08
C -4.27 0.24 0.81  -0.45
C -5.80 -0.03 0.67  -0.22
O -6.06 -1.22 -0.03  -0.18
C -7.47 -1.39 -0.24  -0.11
N -3.73 0.57 -0.48  0.04
H -2.93 1.50 1.98  0.06
H -4.41 1.01 2.73  0.07
H -4.43 2.31 1.59  0.08
H -3.84 -0.73 1.07  0.14
H -6.31 0.84 0.25  0.13
H -6.19 -0.16 1.68  0.12
H -7.75 -2.32 -0.73  0.08
H -7.84 -0.57 -0.86  0.08
H -8.00 -1.43 0.71  0.08
H -4.25 0.01 -1.14  0.06
H -2.74 0.38 -0.56  -0.05
C 5.12 1.70 -2.39  -0.09
C 4.02 1.07 -1.57  -0.46
C 4.55 -0.06 -0.60  -0.16
O 5.06 0.46 0.65  -0.20
C 5.57 -0.57 1.55  -0.10
N 3.36 2.13 -0.88  0.01
H 4.85 2.42 -3.16  0.07
H 5.56 0.86 -2.93  0.06
H 5.97 2.02 -1.79  0.08
H 3.31 0.65 -2.29  0.11
H 5.39 -0.58 -1.06  0.11
H 3.70 -0.71 -0.37  0.10
H 6.27 -0.07 2.22  0.07
H 6.19 -1.30 1.04  0.07
H 4.79 -1.04 2.15  0.06
H 2.40 1.85 -0.77  -0.10
H 3.16 2.92 -1.48  0.06
C 0.60 -2.35 -6.33  -0.07
C 0.37 -2.49 -4.84  -0.44
C 0.72 -3.84 -4.22  -0.20
O -0.18 -4.79 -4.71  -0.20
C -0.01 -6.10 -4.33  -0.13
N 1.13 -1.43 -4.19  0.02
H 0.37 -1.36 -6.73  0.07
H -0.07 -3.05 -6.83  0.07
H 1.62 -2.60 -6.59  0.08
H -0.68 -2.32 -4.58  0.14
H 0.67 -3.80 -3.13  0.13
H 1.74 -4.12 -4.47  0.12
H -0.93 -6.64 -4.55  0.09
H 0.13 -6.09 -3.25  0.08
H 0.84 -6.56 -4.83  0.08
H 1.00 -0.57 -4.70  0.06
H 0.79 -1.17 -3.27  -0.07
C 0.45 -2.96 2.79  -0.06
C 1.13 -1.57 3.07  -0.43
C 1.90 -1.55 4.34  -0.22
O 1.10 -1.85 5.47  -0.19
C 1.68 -1.71 6.79  -0.10
N 1.93 -1.19 1.92  0.04
H -0.22 -3.25 3.60  0.06
H 1.07 -3.85 2.74  0.07
H -0.08 -2.93 1.84  0.07
H 0.35 -0.81 3.12  0.14
H 2.45 -0.63 4.53  0.12
H 2.71 -2.28 4.32  0.12
H 2.42 -2.48 7.01  0.08
H 0.91 -1.73 7.56  0.08
H 2.11 -0.72 6.91  0.08
H 1.43 -1.22 1.05  -0.06
H 2.65 -1.90 1.86  0.05


- Which formula does entry 6 have?
  C31H55NO2PSn


- Which of these has the highest charge?
  C25H14Br3Cl2INO4PtS


- Number 4 is which compound?
  C25H14Br3Cl2INO4PtS